one | Formula: C6H14N2O2
Source: the Open Molecules 2025 dataset
Level of theory: ωB97M-V with the def2-TZVPD basis set

For the highest occupied orbital energy, the calculation gives -9.14 eV. Its lowest unoccupied orbital energy is 0.601 eV. As for the multiplicity: 1. For the frontier orbital gap, the calculation gives 9.745 eV.

Geometry (Å):
C -0.442 -1.090 -3.636
C -0.882 -0.382 -2.363
C -0.958 -0.570 0.090
C -1.004 1.665 1.879
C 0.255 0.835 2.140
C 2.466 -0.149 1.639
H -0.239 -2.165 -3.538
H 0.510 -0.499 -3.952
H -1.243 -0.959 -4.382
H -0.018 -1.799 -1.214
H -1.726 0.245 -0.049
H -1.493 -1.361 0.647
H -0.072 -0.168 0.674
H -0.883 2.479 0.948
H -1.065 2.276 2.794
H -1.907 1.001 1.878
H 1.013 1.060 0.468
H 2.341 -0.086 2.780
H 2.286 -1.268 1.163
H 3.379 0.337 1.078
N -0.618 -1.025 -1.210
N 1.339 0.651 1.294
O -1.400 0.706 -2.367
O 0.359 0.264 3.237

=====

two | Formula: C6H14N2O2
Source: the Open Molecules 2025 dataset
Level of theory: ωB97M-V with the def2-TZVPD basis set

For the highest occupied orbital energy, the calculation gives -9.13 eV. Its lowest unoccupied orbital energy is 0.795 eV. As for the multiplicity: 1. For the frontier orbital gap, the calculation gives 9.925 eV.

Geometry (Å):
C 1.968 0.810 -2.105
C -1.924 -0.050 -2.139
C 0.374 0.632 -1.709
O -0.073 1.457 -0.945
N -0.479 -0.331 -2.251
H 2.392 -0.122 -2.637
H -0.226 -1.014 -2.987
H -2.303 -0.719 -1.297
H 1.918 1.693 -2.831
H 2.549 1.017 -1.120
H -2.061 0.907 -1.849
H -2.402 0.022 -3.126
C 1.931 -1.179 1.994
C -1.383 0.835 1.717
C -0.554 -0.500 1.844
O -0.872 -1.651 1.891
N 0.841 -0.150 1.865
H 0.943 0.815 2.072
H 1.804 -1.785 1.125
H -0.824 1.590 1.182
H 3.015 -0.600 2.113
H 1.626 -1.733 2.808
H -2.263 0.497 1.234
H -1.611 1.066 2.833

=====

Result of the stability comparison: one is the least stable of them.

=====

one | Formula: C6H14N2O2
Source: the Open Molecules 2025 dataset
Level of theory: ωB97M-V with the def2-TZVPD basis set

For the highest occupied orbital energy, the calculation gives -9.61 eV. Its lowest unoccupied orbital energy is 0.584 eV. As for the multiplicity: 1. For the frontier orbital gap, the calculation gives 10.190 eV.

Geometry (Å):
C -2.737 1.387 -0.234
C -1.513 -2.049 -1.037
C -2.417 -0.062 -0.061
O -2.795 -0.589 1.038
N -1.860 -0.617 -1.242
H -1.779 1.972 -0.338
H -1.167 -0.068 -1.809
H -0.422 -2.259 -0.501
H -3.407 1.779 -1.161
H -3.223 1.872 0.565
H -2.368 -2.439 -0.364
H -1.528 -2.505 -2.047
C 2.480 -1.541 0.055
C 1.609 2.062 1.199
C 2.426 0.866 0.566
O 3.189 1.035 -0.413
N 2.081 -0.418 0.873
H 1.337 -0.564 1.510
H 3.349 -1.180 -0.548
H 2.883 -2.444 0.542
H 0.643 1.819 1.833
H 1.508 -1.563 -0.534
H 2.219 2.696 1.742
H 1.491 2.810 0.365

=====

two | Formula: C6H14N2O2
Source: the Open Molecules 2025 dataset
Level of theory: ωB97M-V with the def2-TZVPD basis set

For the highest occupied orbital energy, the calculation gives -8.85 eV. Its lowest unoccupied orbital energy is 0.600 eV. As for the multiplicity: 1. For the frontier orbital gap, the calculation gives 9.450 eV.

Geometry (Å):
C 1.765 2.495 -0.419
C -1.991 2.513 -0.232
C 0.359 2.054 -0.098
O 0.105 1.129 0.622
N -0.605 2.953 -0.616
H 1.937 3.507 -0.433
H -0.643 3.441 -1.545
H -2.404 1.956 -1.124
H 2.274 1.940 0.288
H 2.071 2.003 -1.324
H -2.004 1.913 0.708
H -2.645 3.444 -0.091
C -1.711 -2.186 -0.384
C 1.927 -1.893 0.671
C 0.582 -2.317 0.328
O 0.424 -3.478 0.108
N -0.581 -1.544 0.232
H -0.624 -0.570 0.372
H -1.878 -2.291 -1.473
H 2.740 -2.039 -0.056
H -1.820 -3.334 -0.045
H -2.702 -1.728 -0.129
H 1.822 -0.829 0.979
H 2.362 -2.481 1.531

=====

three | Formula: C6H14N2O2
Source: the Open Molecules 2025 dataset
Level of theory: ωB97M-V with the def2-TZVPD basis set

For the highest occupied orbital energy, the calculation gives -9.80 eV. Its lowest unoccupied orbital energy is 0.593 eV. As for the multiplicity: 1. For the frontier orbital gap, the calculation gives 10.396 eV.

Geometry (Å):
C 2.874 -0.218 0.254
C 0.437 1.717 -1.835
C 2.101 0.244 -0.950
O 2.384 -0.137 -2.064
N 1.010 1.013 -0.660
H 2.497 -1.111 0.773
H 0.714 1.140 0.288
H 1.126 2.520 -2.059
H 3.912 -0.351 -0.015
H 2.880 0.486 1.091
H 0.358 1.098 -2.737
H -0.588 1.955 -1.593
C -0.543 -1.677 2.000
C -2.678 0.315 -0.436
C -2.383 -0.502 0.777
O -3.197 -0.663 1.659
N -1.090 -0.924 0.853
H -0.386 -0.882 0.134
H -0.534 -0.946 2.813
H -2.577 -0.262 -1.363
H -1.048 -2.615 2.211
H 0.489 -1.950 1.795
H -3.733 0.573 -0.470
H -2.025 1.176 -0.468

=====

Result of the stability comparison: one is the least stable of them.

=====

one | Formula: C11H22N6O4
Source: the Open Molecules 2025 dataset
Level of theory: ωB97M-V with the def2-TZVPD basis set

For the highest occupied orbital energy, the calculation gives -8.66 eV. Its lowest unoccupied orbital energy is 0.299 eV. As for the multiplicity: 1. For the frontier orbital gap, the calculation gives 8.958 eV.

Geometry (Å):
C -2.330 -1.128 0.539
C -1.054 -0.302 1.072
C -3.700 -0.262 0.300
C -4.579 -1.114 -0.495
C -5.706 -0.123 -1.009
C 0.863 1.204 0.528
C 0.752 2.733 0.217
C 2.056 0.561 -0.222
C 2.100 -0.977 0.138
C 3.322 -1.442 -0.639
C 5.763 -0.827 -0.570
H -2.681 -1.768 2.556
H -1.775 -2.564 1.496
H -1.978 -1.722 -0.290
H -3.603 0.853 -0.166
H -4.331 -0.051 1.263
H -4.000 -1.516 -1.389
H -5.001 -2.109 0.026
H -7.086 -1.492 -0.437
H -7.747 -0.333 -1.508
H -0.571 0.504 -0.782
H 0.909 1.041 1.562
H 3.130 0.837 0.330
H 2.094 0.814 -1.314
H 2.215 -1.018 1.207
H 1.266 -1.642 0.054
H 3.518 -2.495 -0.323
H 3.302 -1.145 -1.784
H 4.614 -0.989 1.040
H 5.004 -1.673 -2.202
H 6.761 0.636 0.377
H 7.690 -0.567 -0.434
H -0.973 2.563 0.230
N -2.640 -2.088 1.594
N -6.873 -0.780 -1.164
N -0.328 0.563 0.238
N 4.479 -0.766 0.019
N 5.926 -1.387 -1.812
N 6.888 -0.336 0.079
O -0.667 -0.572 2.195
O -5.461 1.014 -1.365
O 1.788 3.380 0.295
O -0.391 3.360 -0.043

=====

two | Formula: C11H22N6O4
Source: the Open Molecules 2025 dataset
Level of theory: ωB97M-V with the def2-TZVPD basis set

For the highest occupied orbital energy, the calculation gives -9.29 eV. Its lowest unoccupied orbital energy is 0.367 eV. As for the multiplicity: 1. For the frontier orbital gap, the calculation gives 9.653 eV.

Geometry (Å):
C 1.558 1.837 -0.630
C 2.616 1.178 0.286
C 0.901 0.737 -1.471
C -0.222 1.233 -2.363
C -0.828 0.105 -3.210
C -2.593 -0.870 -1.727
C 0.959 0.561 2.102
C 1.128 1.398 3.347
C 0.430 -0.833 2.503
C 0.042 -1.674 1.291
C -0.353 -3.093 1.698
H 2.343 3.682 -0.913
H 3.072 2.477 -1.745
H 0.770 2.355 -0.026
H 1.665 0.314 -2.091
H 0.506 -0.052 -0.786
H -1.019 1.721 -1.741
H 0.176 2.038 -3.006
H -0.056 -0.353 -3.827
H -1.581 0.518 -3.942
H -0.811 -1.718 -2.129
H -3.742 -1.648 -0.410
H -3.112 0.900 -2.623
H -4.175 0.378 -1.420
H 2.991 0.162 1.942
H 0.182 1.065 1.497
H 1.170 -1.396 3.079
H -0.452 -0.692 3.175
H 0.892 -1.756 0.636
H -0.747 -1.218 0.719
H -1.779 -3.126 0.173
H -1.561 -4.607 1.169
H 0.191 2.274 4.687
N 2.133 2.844 -1.487
N -1.439 -0.966 -2.465
N -2.829 -1.757 -0.807
N -3.473 0.124 -2.100
N 2.217 0.479 1.390
N -1.252 -3.672 0.864
O 3.793 1.223 -0.026
O 2.185 1.656 3.876
O 0.154 -3.647 2.658
O -0.050 1.817 3.852

=====

Result of the stability comparison: one is the least stable of them.